Entry 1:
{"formula": "C2H7N5O", "method": "wB97M-V/def2-TZVPD", "homo_ev": -9.66, "e_tot_ha": -429.1944, "e_above_lowest_ev": 6.234, "lumo_ev": 0.3, "species": ["N", "C", "C", "H", "H", "H", "O", "H", "N", "H", "H", "H", "N", "N", "N"], "coordinates": [[2.3891, -1.1483, -0.0377], [1.5204, 1.0382, 0.1947], [-1.5444, -0.2706, -0.1038], [-0.3987, -1.4160, 0.9380], [-3.4741, -0.6824, -0.2393], [-0.7268, 1.3872, -0.3470], [0.4204, 0.5722, 1.0933], [1.6019, 2.0719, 0.0668], [-2.5237, -0.9953, 0.1711], [3.2569, -1.3869, -0.7395], [-2.5298, 1.7752, 0.0220], [1.5265, -1.7227, -0.3169], [-1.6446, 0.9537, -0.5754], [2.2686, 0.2896, -0.4154], [-0.1417, -0.4659, 0.2892]], "atomic_forces_ev_per_a": [[1.775, 0.491, -3.397], [-2.348, -1.393, 2.044], [-0.053, 1.392, 2.228], [1.778, 3.145, -1.569], [2.427, -0.402, 0.717], [-1.384, 0.464, -0.721], [0.950, 0.283, -2.081], [-0.296, 1.562, 0.113], [-1.729, -2.091, -0.302], [-3.074, 0.159, 2.315], [3.539, -3.775, -2.488], [1.611, 1.480, 0.218], [-1.965, 7.515, 0.599], [1.804, -2.863, -0.004], [-3.035, -5.968, 2.328]]}

***

Entry 2:
{"formula": "C47H77Cl2N3O7S2", "method": "wB97M-V/def2-TZVPD", "homo_ev": -8.21, "e_tot_ha": -4244.6221, "smiles": "CCN(CC)C(=S)SCCCc1c([C@H](Cl)[C@H](C)Cl)cc(C)c2c1C(=O)c1c(CCCCCCCCOC)cccc1C2=O.COCCNCCOC.COCCNCCOC", "lumo_ev": -0.5, "species": ["H", "C", "C", "C", "H", "O", "H", "H", "H", "C", "H", "H", "H", "H", "H", "H", "H", "C", "C", "H", "C", "C", "N", "C", "C", "H", "H", "C", "C", "H", "C", "C", "H", "H", "H", "H", "C", "H", "H", "H", "H", "S", "H", "H", "H", "O", "C", "H", "H", "C", "H", "H", "C", "Cl", "C", "H", "C", "H", "H", "C", "H", "H", "Cl", "H", "H", "H", "C", "C", "C", "C", "H", "C", "H", "H", "H", "O", "H", "H", "H", "H", "C", "H", "C", "H", "O", "C", "H", "O", "H", "C", "H", "C", "S", "C", "H", "H", "H", "H", "C", "C", "C", "H", "C", "H", "H", "C", "H", "H", "C", "C", "H", "H", "O", "C", "H", "H", "H", "H", "H", "C", "C", "N", "C", "H", "H", "C", "H", "H", "C", "H", "N", "H", "H", "C", "H", "C", "H", "O"], "coordinates": [[-0.6582, 5.2386, 1.4085], [5.4665, 2.3307, -1.3589], [-3.4735, -4.3249, -4.1156], [7.2968, 2.6235, -3.1304], [4.1134, 2.8533, 2.8492], [-4.5043, -0.0067, 0.5333], [-4.5921, -8.1583, -3.5112], [-5.5163, -1.6354, -0.2765], [-9.9657, 3.2351, 1.9931], [3.1914, 3.3554, 3.1398], [-6.3087, -0.0409, -0.4327], [0.3551, -0.9040, 3.1817], [-11.2945, 2.0738, 0.9442], [-3.1655, -1.2493, -0.4039], [-9.4537, 2.4863, 4.7648], [-9.6232, 3.3745, -1.5046], [-8.4600, 1.2723, 2.2279], [3.1479, 2.4905, -2.0308], [-0.3422, -0.0778, 3.0005], [1.0089, 4.8099, 3.1827], [7.5904, -0.0133, 0.6735], [-3.1363, -0.3741, 0.2591], [-9.3427, 3.1227, 2.7816], [-2.8467, -3.0230, -3.6530], [-10.1056, 2.5452, 3.8871], [8.8315, -2.7487, 4.5969], [-1.9193, -2.8115, -4.1926], [3.4837, 2.6565, -3.3548], [4.8413, 2.6782, -3.6598], [-2.6769, 0.4722, -0.2765], [1.4621, 3.2019, -0.2670], [0.3150, 1.3096, 3.3010], [-2.4375, -1.7263, 1.8157], [-0.8774, -4.0979, -2.0508], [6.8515, 2.1176, -5.1716], [4.6219, -5.4266, 0.1059], [-9.1325, 3.6783, -0.5806], [8.7791, -2.2036, 2.8588], [5.0760, 2.8243, -4.7102], [-5.0765, -6.5172, -3.1572], [1.4644, 2.6003, -4.2221], [5.1453, -1.6470, 2.5904], [2.3896, 0.8137, 2.8016], [-10.5525, 0.4714, 1.2533], [-0.3502, -0.8133, 0.9306], [-3.7278, -7.4127, -1.8602], [2.2376, 3.5661, 1.9679], [1.8928, 0.4338, 4.4336], [8.5094, 1.4545, -0.6886], [2.4510, 2.4891, 4.2163], [-8.4000, 4.4553, -0.8177], [7.5618, -1.6496, 4.0406], [1.8078, 1.2037, 3.6471], [8.1445, 3.9991, -2.2908], [-4.2114, -7.1905, -3.1729], [6.8827, -5.4145, 0.8976], [8.9460, 2.4198, -5.0578], [-2.0945, -5.4058, -3.0981], [-0.9799, 0.8160, 1.0702], [-0.9546, -0.1592, 1.5796], [-4.9454, -0.4446, -1.4886], [-3.7862, -4.2218, -5.1590], [7.1316, 4.5104, -5.1432], [-12.2684, 0.6145, 0.8387], [-0.6836, -2.3520, -2.3947], [7.2672, 0.4657, -1.4086], [0.1994, 4.6035, 1.2015], [8.1980, -2.4895, 3.7439], [-3.1428, -6.7558, -4.1757], [-3.6101, -6.2535, -1.0549], [7.0627, 0.3820, 1.5490], [1.6947, 2.4962, -1.5854], [-9.8925, 4.0856, 0.0941], [6.4383, -3.8175, 3.9827], [5.7854, -5.3444, 2.2717], [-2.6474, -3.0223, -2.2429], [3.2419, 2.1616, 4.9114], [-2.3288, -7.4832, -4.1259], [-0.3436, 4.1999, -0.8257], [-3.7238, -6.5581, -0.0137], [7.5252, 1.0078, -0.4871], [0.1972, 1.8823, 2.3705], [6.5028, 2.1657, -0.2591], [-10.0441, 0.3958, 3.4302], [-11.8331, 1.1888, 2.7413], [-11.4478, 1.0845, 1.3825], [3.3789, 4.3354, 3.5992], [-8.5061, 2.5359, -0.0292], [-7.4190, 2.3859, 3.1370], [-7.6207, 2.8230, 1.0505], [-4.3801, -5.5124, -1.2834], [6.1774, -4.7564, 1.4286], [6.7130, -1.5170, 0.0848], [-10.7666, 1.1836, 3.6738], [-3.5609, -6.8191, -5.1856], [7.0656, 3.1049, -0.1903], [2.7705, 2.1129, -5.2814], [9.6408, 3.1459, -4.6226], [3.6050, 2.1030, 0.3658], [-2.4272, -0.6526, 1.5937], [-5.3442, -0.5636, -0.4692], [7.9278, -4.5863, 3.4253], [-8.1920, 2.3273, 2.3653], [8.6227, -0.2618, 0.9404], [-1.2165, -2.8943, -0.7958], [2.4210, 2.9823, 0.7287], [-10.8956, 3.2606, 4.1290], [-7.3690, 3.8866, 1.0988], [0.3853, 4.0081, -0.0389], [5.8234, 2.5411, -2.7100], [2.5393, 3.8558, -4.8658], [-4.3698, -4.4911, -3.5046], [4.0576, 1.2850, 1.1444], [2.4958, 2.8255, -4.4923], [-11.2151, 0.8931, 4.6281], [-2.6165, -5.8091, -1.1548], [4.2024, -3.9142, 0.8932], [-3.5462, -2.2103, -3.8704], [9.1200, 1.4434, -4.5854], [1.1239, 4.3762, 2.1901], [5.0349, -4.4657, 0.4464], [6.9374, -3.5697, 1.8981], [6.2584, -2.3445, 1.6448], [-2.9573, -0.0575, 2.3490], [6.0627, 2.0135, 0.7265], [7.3065, -3.6846, 3.3184], [-1.1821, -0.1681, 3.7059], [1.7679, 3.0934, 4.8277], [-1.2819, -3.0982, -1.8647], [-0.2603, 1.8693, 4.0515], [-2.5354, -5.4365, -4.0075], [-6.6948, 2.2753, 0.8515], [9.0543, 2.3526, -6.1430], [7.5121, 2.8266, -4.6595], [5.3713, -3.9571, -0.4667], [4.1206, 2.3110, -1.0458], [7.8403, 1.7122, -2.8768], [0.7881, 1.9581, -2.1934]], "atomic_forces_ev_per_a": [[0.108, -0.103, -0.195], [0.460, -0.254, 0.458], [0.230, -0.109, 0.180], [-0.374, 0.610, -0.763], [-0.123, 0.227, 0.022], [0.184, -0.459, -0.710], [0.030, -0.001, 0.024], [0.091, 0.193, -0.124], [0.024, 0.024, -0.010], [-1.402, -0.048, 0.375], [0.184, -0.132, 0.070], [-0.103, 0.188, 0.009], [0.172, -0.056, -0.106], [0.368, 0.131, 0.137], [0.021, -0.067, -0.022], [0.014, -0.057, 0.026], [0.198, -0.073, -0.007], [-1.297, -0.076, 0.230], [-0.525, 0.830, 0.067], [-0.055, 0.013, -0.220], [-0.282, 0.220, -0.153], [-0.454, 0.020, 0.430], [0.043, -0.157, 0.029], [-0.471, 0.098, -0.056], [-0.049, 0.190, -0.156], [0.014, 0.005, -0.269], [0.066, -0.115, 0.081], [-0.185, -0.132, -0.370], [-0.363, 0.108, -0.545], [0.086, -0.251, 0.078], [0.851, -0.640, -0.670], [0.141, -0.340, -1.088], [-0.334, 0.253, 0.267], [0.166, 0.059, -0.039], [-0.123, 0.471, 0.012], [0.150, 0.163, 0.156], [0.002, -0.192, -0.032], [0.179, 0.023, 0.400], [0.095, 0.035, 0.251], [0.087, 0.132, 0.064], [0.251, 0.077, 0.116], [0.290, -0.052, 0.164], [-0.164, 0.226, 0.090], [0.063, 0.084, 0.013], [-0.113, 0.158, 0.134], [-0.095, 0.161, -0.040], [0.967, 0.023, 0.789], [-0.015, 0.154, -0.187], [-0.110, -0.238, 0.263], [1.238, -0.443, -0.219], [-0.036, 0.051, 0.039], [0.269, -0.027, -0.069], [-0.401, -0.057, 0.967], [-0.005, -0.456, 0.039], [-0.062, -0.275, -0.169], [-0.058, 0.125, 0.271], [-0.536, 0.467, 0.642], [0.020, 0.026, -0.016], [0.250, -0.070, 0.342], [-0.376, -0.399, -0.198], [0.067, 0.032, 0.261], [-0.011, -0.020, 0.002], [-0.068, -0.441, -0.366], [-0.010, -0.025, 0.074], [0.042, -0.047, -0.016], [0.003, 0.054, 0.243], [-0.075, 0.172, 0.142], [-0.861, -0.278, -0.138], [0.217, 0.065, 0.077], [0.116, -0.244, 0.131], [0.130, -0.208, -0.109], [-0.233, -0.052, 0.172], [0.035, 0.154, -0.023], [0.067, 0.167, -0.188], [0.050, 0.399, 0.037], [0.378, 0.015, -0.052], [-0.234, 0.175, -0.052], [-0.059, -0.060, -0.024], [0.194, -0.224, 0.070], [-0.038, -0.055, -0.040], [0.003, 0.128, -0.226], [0.125, 0.081, 0.308], [0.621, -0.061, -0.033], [0.042, 0.068, -0.153], [0.164, -0.068, -0.049], [-0.292, 0.051, 0.032], [0.315, -0.205, -0.220], [-0.023, 0.308, -0.030], [-0.012, -0.021, 0.012], [0.234, -0.433, 0.087], [0.057, 0.043, -0.073], [0.166, -0.423, -0.952], [0.109, -0.249, 0.254], [-0.091, -0.019, 0.320], [-0.061, 0.027, 0.025], [-0.127, -0.215, -0.035], [-0.039, 0.386, -0.020], [0.063, -0.202, -0.279], [-0.291, -0.015, 0.318], [0.735, 0.480, -0.659], [-0.572, 0.212, 0.200], [-0.287, 0.049, -0.282], [-0.245, 0.168, -0.108], [-0.243, -0.028, -0.051], [-0.084, -0.006, -0.004], [0.213, -0.232, -0.388], [-0.019, -0.052, 0.071], [-0.175, 0.038, -0.009], [-1.253, 0.419, -0.413], [0.913, 0.079, 0.435], [0.080, -0.257, -0.129], [-0.112, 0.143, -0.081], [-0.111, 0.522, -0.586], [0.009, -0.184, 0.085], [-0.023, 0.020, -0.024], [-0.070, 0.197, -0.004], [0.259, 0.034, -0.063], [0.020, 0.008, -0.024], [0.160, 0.128, -0.351], [0.263, 0.037, 0.311], [-0.185, -0.418, -0.157], [-0.818, 0.402, 0.590], [0.007, 0.323, -0.289], [-0.006, -0.419, -0.007], [-0.245, 0.046, -0.420], [0.941, -0.066, 0.363], [0.304, -0.331, -0.060], [-0.117, -0.151, -0.374], [-0.204, -0.001, 0.088], [0.302, -0.251, 0.093], [-0.169, 0.008, 0.013], [0.013, 0.021, 0.017], [0.051, 0.073, 0.231], [0.609, -0.772, 0.396], [0.005, 0.052, 0.321], [-0.268, -0.045, 0.548], [-0.110, 0.244, 0.158], [0.556, 0.486, 0.274]]}

***

Entry 3:
{"formula": "C6H8ClN3O2", "method": "wB97M-V/def2-TZVPD", "homo_ev": -9.52, "e_tot_ha": -1008.2950, "smiles": "CO[C@@H]1NC(=O)[C@@]2(Cl)N=NC[C@@H]12", "e_above_lowest_ev": 1.353, "lumo_ev": 0.5, "species": ["N", "H", "Cl", "C", "H", "C", "O", "N", "H", "H", "O", "H", "H", "C", "H", "C", "C", "H", "C", "N"], "coordinates": [[1.1755, -2.5423, -0.5561], [0.6040, 2.9795, -0.2313], [1.6583, -0.8663, 2.5816], [-0.4044, 2.7376, -0.4625], [-0.5464, 2.5059, -1.6036], [0.8257, -0.2524, -0.0996], [-1.4199, -1.7248, 2.3989], [-1.4703, -0.5860, 0.4225], [-0.8696, 0.4818, -1.3538], [1.6624, 0.4213, -0.0401], [-0.7928, 1.5977, 0.4006], [-2.5268, -0.2440, 0.3634], [0.0327, -1.3001, -1.8481], [-0.6224, 0.3665, -0.2108], [1.9044, -0.8962, -1.7794], [0.6962, -1.1621, 1.1602], [-0.8674, -1.1970, 1.5206], [-0.9985, 3.5105, -0.0822], [1.0431, -1.2959, -1.1909], [0.9164, -2.5339, 0.6105]], "atomic_forces_ev_per_a": [[0.450, -1.763, -2.215], [1.096, 0.135, -0.202], [0.177, -0.027, -0.127], [-0.386, -2.636, -0.663], [0.100, 0.484, 2.208], [-1.511, -0.546, 1.451], [-0.786, -1.235, 2.296], [-2.480, 1.433, -0.709], [0.197, -0.296, 1.875], [-0.093, 0.621, 0.129], [0.214, 1.345, -1.123], [3.009, -1.510, 0.841], [2.529, -0.406, 1.078], [1.041, 0.056, -2.238], [-0.625, -1.330, -0.078], [-1.789, 0.197, -0.759], [1.106, 1.492, -2.745], [-1.026, 1.293, -0.034], [-1.675, 3.262, -2.082], [0.451, -0.569, 3.097]]}